Entry from the Open Molecules 2025 dataset: 5 unconnected molecules or ions with the total composition C42H74N4O15S3 (ωB97M-V/def2-TZVPD).

```
138
Properties=species:S:1:pos:R:3:lowdin_charge:R:1
S -3.751 0.908 3.222 0.89
S 2.436 -4.144 -1.135 0.61
S -2.391 -1.402 4.514 1.00
O -1.455 6.274 -1.577 -0.22
O -6.263 -3.727 0.464 -0.12
O -4.909 1.898 2.809 -0.33
O 3.987 -4.539 1.513 -0.05
O -3.005 0.002 1.938 -0.21
O 8.423 -0.055 3.420 -0.19
O -6.764 -0.818 -0.257 0.01
O -4.691 -0.304 4.042 -0.26
O 0.404 0.133 4.663 0.00
O -2.860 1.847 4.071 -0.30
O 1.694 -1.918 4.590 -0.08
O 4.383 -2.150 2.036 -0.10
O -4.559 5.470 -4.493 -0.22
O -5.383 -0.897 1.690 -0.01
O 4.915 -7.877 -4.500 -0.19
N 5.691 -5.298 -3.479 0.04
N 7.262 0.125 0.790 0.04
N 1.376 6.306 -1.049 0.03
N -5.384 7.880 -3.151 0.04
C -5.428 -6.856 2.963 -0.06
C -5.722 -0.261 0.426 -0.20
C -2.816 2.125 -1.849 -0.06
C 6.708 -6.949 -1.998 -0.07
C -2.253 6.870 -0.564 -0.10
C -3.964 -1.154 1.899 -0.37
C -6.265 8.031 -5.421 -0.07
C -0.862 -1.800 3.530 -0.35
C 4.493 -7.467 -3.196 -0.20
C 3.852 -3.029 -0.537 -0.42
C 3.134 -1.435 2.455 -0.26
C 9.807 0.258 3.479 -0.11
C -3.503 3.615 -1.866 -0.04
C 3.620 -0.102 3.278 -0.04
C 0.536 8.496 -0.379 -0.07
C -2.721 -6.516 3.619 -0.05
C -5.556 4.878 -5.315 -0.10
C 2.276 -2.515 3.377 -0.11
C -5.708 2.565 -0.321 0.01
C -4.551 -4.234 3.771 -0.13
C -4.969 3.820 -1.113 -0.04
C 7.582 1.052 3.083 -0.19
C -4.990 -2.695 4.063 -0.12
C -5.771 -5.270 3.284 -0.02
C -3.595 0.893 -1.096 -0.01
C -5.001 7.930 -4.570 -0.42
C -4.907 -4.174 0.117 -0.23
C 0.469 -1.154 4.299 -0.28
C 7.498 1.351 1.568 -0.43
C 0.713 7.522 -1.542 -0.43
C -3.132 -2.281 1.086 -0.08
C -3.925 -7.517 3.090 -0.07
C -3.073 -4.913 3.941 -0.03
C -0.607 7.190 -2.276 -0.20
C 5.950 -8.849 -4.502 -0.11
C 5.394 -6.393 -2.543 -0.44
C -3.833 -2.978 -0.202 -0.16
C -4.092 6.740 -4.954 -0.19
C 4.074 -3.246 1.105 -0.29
C 8.733 2.058 1.017 -0.08
C -5.049 1.048 -0.285 -0.05
C -3.976 -1.527 3.534 -0.57
H -0.352 6.691 -3.218 0.12
H -2.569 7.882 -0.828 0.09
H -3.121 6.889 -4.467 0.11
H -3.146 6.253 -0.430 0.07
H -5.458 4.908 -1.172 0.09
H -3.649 -8.638 2.834 0.09
H 2.528 -1.087 1.512 0.16
H 8.518 2.485 0.031 0.08
H 1.501 -3.104 2.716 0.14
H 10.286 -0.450 4.160 0.09
H 4.236 -0.333 4.262 0.11
H -2.957 -3.490 -0.832 0.13
H -5.506 3.794 -5.182 0.09
H 9.988 1.271 3.849 0.09
H -1.157 8.099 -2.547 0.11
H 1.378 8.005 -2.268 0.13
H -5.015 -4.799 -0.895 0.14
H -3.081 -0.173 -1.093 0.08
H 6.579 0.772 3.427 0.10
H 4.361 -8.335 -2.539 0.12
H 4.811 -4.864 -3.762 0.07
H -5.406 5.104 -6.374 0.09
H -2.172 -4.268 4.313 0.05
H -4.427 8.850 -4.738 0.13
H 1.583 5.702 -1.846 0.07
H 7.866 1.944 3.654 0.12
H 2.746 0.661 3.506 0.10
H 5.867 -9.545 -3.663 0.09
H -0.673 -2.970 3.398 0.09
H 5.877 -9.419 -5.433 0.09
H -7.022 7.294 -5.140 0.07
H -6.743 2.732 0.199 0.10
H -4.356 -2.243 -0.965 0.12
H 6.646 2.024 1.414 0.13
H -6.884 -4.913 3.154 0.10
H -6.546 5.202 -4.990 0.07
H 1.505 8.906 -0.076 0.08
H 7.173 -6.226 -1.319 0.08
H -1.711 6.871 0.383 0.08
H -1.611 -6.925 3.736 0.09
H -2.944 4.496 -2.407 0.08
H 3.077 -3.312 3.748 0.16
H -1.766 1.908 -2.372 0.09
H -5.054 -2.574 5.249 0.15
H -6.087 -2.503 3.674 0.14
H 7.965 -0.560 1.082 0.07
H 10.261 0.123 2.495 0.07
H 2.743 -5.503 -0.817 -0.10
H -6.035 7.898 -6.483 0.08
H 6.539 -7.873 -1.434 0.08
H -6.315 -3.313 1.374 0.07
H -2.127 -1.766 0.698 0.13
H 6.380 -0.290 1.095 0.05
H 0.680 5.774 -0.519 0.07
H -5.757 6.944 -2.970 0.06
H 6.924 -8.356 -4.497 0.07
H 6.039 -5.723 -4.343 0.07
H 7.437 -7.158 -2.786 0.07
H -3.896 6.715 -6.032 0.12
H -4.536 7.915 -2.583 0.06
H -0.105 9.337 -0.666 0.08
H -6.725 9.019 -5.303 0.08
H -6.286 -7.592 2.582 0.09
H -2.775 -3.142 1.809 0.12
H 4.837 -3.466 -1.037 0.10
H -0.829 -1.357 2.435 0.11
H 9.584 1.384 0.890 0.06
H 3.496 -7.031 -3.334 0.12
H 3.709 -1.900 -0.829 0.10
H 4.843 -5.977 -1.691 0.09
H 9.042 2.879 1.673 0.08
H 0.102 8.022 0.505 0.07
H -4.404 -4.898 0.885 0.10
H 4.375 0.487 2.566 0.08
```

Its HOMO energy is -8.67 eV. The LUMO energy comes out at -0.493 eV. The total charge is 0. The value obtained for the gap between HOMO and LUMO is 0.3006 Ha.

---

Entry from the Open Molecules 2025 dataset: a molecular structure, C42H76AlF6N2O16P (ωB97M-V/def2-TZVPD).

```
144
Properties=species:S:1:pos:R:3:lowdin_charge:R:1
P -2.637 2.058 -3.549 0.19
Al -0.998 0.594 -0.410 1.19
F -2.176 0.517 -3.501 -0.20
F -1.191 2.320 -2.853 -0.21
F -3.101 3.596 -3.452 -0.14
F -4.074 1.581 -4.194 -0.18
F -1.968 2.271 -5.031 -0.17
F -3.308 1.637 -2.112 -0.22
O 4.133 -0.539 -0.233 0.08
O 0.965 0.459 -2.865 0.12
O 2.073 4.667 0.528 0.09
O 2.013 3.419 -1.269 0.09
O -3.994 -0.637 -0.634 -0.22
O 0.736 2.774 0.468 0.03
O 2.001 -0.065 0.225 0.09
O 2.824 -0.702 -3.027 0.13
O 2.732 1.288 -3.834 0.14
O 3.658 0.158 1.819 0.09
O -2.589 -1.269 1.607 -0.19
O -0.809 -2.312 -1.331 -0.13
O 0.146 -1.331 4.556 0.15
O 0.416 -0.653 2.499 0.10
O -2.977 2.287 1.416 -0.11
O 1.418 -2.535 3.427 0.10
N -2.097 3.446 1.729 -0.01
N 0.140 -3.129 -2.057 0.02
C -0.568 4.634 3.411 -0.15
C -1.030 5.997 2.912 -0.18
C 0.902 -4.053 -1.054 -0.37
C 0.962 -4.170 -4.115 -0.15
C -6.142 -1.368 -0.763 -0.20
C 2.869 4.483 -1.617 -0.10
C -0.251 -3.633 -3.423 -0.50
C 4.044 -0.496 -3.582 -0.37
C 2.093 0.344 -3.249 -0.64
C -1.430 5.837 1.394 -0.13
C 5.338 -0.582 0.456 -0.36
C -2.185 -2.647 1.578 -0.20
C -2.524 4.753 1.128 -0.43
C -3.478 -0.983 2.632 -0.23
C -1.538 3.365 3.160 -0.41
C 1.559 -3.377 0.181 -0.03
C 1.351 -3.169 4.623 -0.36
C -3.945 -2.371 3.027 -0.14
C 4.049 0.870 -4.137 -0.08
C 1.809 -5.195 -3.336 -0.18
C -5.348 -0.147 -0.367 -0.15
C -3.994 -1.740 -1.591 -0.17
C 3.160 -0.192 0.606 -0.50
C -0.683 -2.443 -4.207 -0.04
C 1.504 3.596 -0.060 -0.50
C -2.610 3.296 4.249 -0.04
C -3.909 5.352 1.606 -0.02
C -0.031 -5.209 -0.448 -0.03
C -1.412 -4.604 -3.460 -0.03
C -2.599 -3.057 2.937 -0.18
C 0.643 -1.417 3.454 -0.59
C 5.073 0.123 1.728 -0.10
C 0.648 -2.202 5.472 -0.11
C -5.453 -1.906 -1.966 -0.17
C 4.205 -1.476 -4.737 -0.01
C 4.258 5.827 0.039 0.00
C 2.086 -4.729 -1.887 -0.11
C 2.835 5.377 -0.401 -0.31
C 2.791 -3.646 5.060 0.01
C 6.306 0.160 -0.413 -0.02
C -0.506 2.208 3.381 -0.04
C -2.516 4.646 -0.445 -0.03
H 5.569 -0.199 2.644 0.14
H -3.112 3.821 -0.835 0.06
H -6.258 -2.100 0.036 0.10
H -0.259 -2.600 5.926 0.14
H 4.643 -2.439 -4.476 0.08
H -5.749 -2.888 -2.333 0.11
H -0.943 -4.733 -0.088 0.06
H -4.272 -2.391 4.067 0.12
H 2.536 -4.122 6.007 0.08
H -0.542 5.662 0.787 0.09
H 3.874 4.139 -1.862 0.12
H -4.735 4.657 1.452 0.08
H -3.536 2.858 3.877 0.08
H 6.011 1.193 -0.600 0.09
H -1.921 -4.718 -4.417 0.09
H -4.675 -2.667 2.275 0.12
H -1.701 6.885 1.270 0.11
H 4.603 6.745 -0.437 0.09
H -1.270 -5.675 -3.317 0.07
H 3.197 -4.427 4.417 0.08
H 5.436 1.137 1.563 0.13
H -2.347 -4.367 -2.953 0.09
H 1.709 -4.010 1.055 0.08
H -2.978 4.237 4.657 0.07
H 2.172 -5.716 -1.432 0.10
H -3.649 -2.636 -1.075 0.10
H 4.223 0.799 -5.211 0.13
H 1.790 -3.494 -4.330 0.11
H 4.875 1.447 -3.720 0.14
H 2.734 -5.445 -3.855 0.11
H -5.735 -1.236 -2.778 0.12
H 5.586 -1.640 0.542 0.17
H -3.347 -1.458 -2.422 0.10
H -1.131 1.316 3.430 0.06
H -1.650 -2.017 -3.938 0.08
H -2.992 5.446 -1.011 0.09
H 4.451 5.876 1.111 0.08
H -4.378 -0.428 2.367 0.11
H 0.284 2.013 2.656 0.06
H -0.209 4.616 4.440 0.11
H 0.305 4.607 2.759 0.10
H 3.035 -4.243 -1.659 0.10
H 2.400 -2.812 -0.221 0.07
H -0.194 6.677 3.075 0.11
H 3.468 -2.838 5.338 0.08
H 1.255 -6.121 -3.486 0.10
H -1.512 4.506 -0.847 0.07
H -1.194 -2.984 1.276 0.10
H 4.926 4.966 0.009 0.07
H -7.196 -1.097 -0.817 0.11
H -2.684 -4.136 3.066 0.12
H 0.736 -4.740 -5.016 0.13
H 7.310 0.200 0.009 0.09
H 2.149 6.142 -0.764 0.16
H 2.484 4.869 -2.561 0.14
H -5.510 0.689 -1.047 0.12
H -0.741 -2.718 -5.260 0.09
H 0.701 -4.039 4.720 0.15
H -5.457 0.280 0.630 0.11
H 1.177 -1.754 6.314 0.15
H -3.845 5.512 2.683 0.06
H 4.949 -1.172 -5.473 0.08
H -1.921 6.182 3.512 0.09
H -2.829 -3.151 0.857 0.11
H 6.462 -0.289 -1.394 0.08
H -2.276 2.765 5.141 0.08
H 0.906 -2.647 0.659 0.05
H -0.016 2.448 4.325 0.08
H -2.974 -0.410 3.410 0.12
H -4.207 6.307 1.173 0.08
H 3.292 -1.635 -5.310 0.10
H 0.267 -5.797 0.419 0.07
H -1.829 -2.718 3.631 0.11
H -0.234 -5.970 -1.202 0.06
H 4.822 -0.674 -2.839 0.13
H 0.004 -1.601 -4.300 0.08
```

Its HOMO energy is -5.44 eV. The LUMO energy comes out at -2.892 eV. The total charge is 0. The energy relative to the best compared isomer or geometry (same formula, charge and spin) is 6.8 kcal per mole. The value obtained for the gap between HOMO and LUMO is 0.0938 Ha.

---

Entry from the Open Molecules 2025 dataset: 8 unconnected molecules or ions with the total composition C42H78ClF9N2O10PS2 (ωB97M-V/def2-TZVPD).

```
145
Properties=species:S:1:pos:R:3:lowdin_charge:R:1
Cl -2.441 0.432 6.189 0.84
S 1.279 -2.398 0.968 0.78
S 0.100 3.714 6.148 0.30
P -0.711 2.774 4.705 0.39
F 2.808 0.369 0.557 0.12
F 0.080 -0.771 -0.666 0.15
F -0.463 -0.432 1.392 0.12
F 1.161 1.320 -0.473 0.12
F 0.198 -2.605 2.137 -0.16
F 1.850 -3.821 1.329 -0.10
F 2.363 -2.231 -0.148 -0.09
F 2.267 -1.757 2.050 -0.15
F 0.282 -3.073 -0.047 -0.11
O -1.712 -3.237 -8.666 -0.17
O -1.956 -2.699 6.077 -0.11
O -0.431 8.819 -1.762 -0.14
O -2.894 5.235 6.872 -0.19
O -5.108 -3.493 0.650 -0.15
O 0.975 4.162 -3.841 -0.16
O 7.429 0.799 1.912 -0.13
O -5.008 -3.145 4.121 -0.11
O -2.527 -2.265 -3.139 -0.16
O 6.277 -4.015 2.492 -0.16
N 0.698 -0.821 4.380 0.20
N -0.315 1.048 4.626 -0.15
C 5.853 -0.360 0.595 -0.17
C -5.130 -2.529 -0.392 -0.27
C -2.743 7.517 7.470 -0.16
C -3.076 -3.081 -9.070 -0.21
C -0.685 -2.534 5.549 -0.15
C 1.490 0.615 0.635 -0.44
C 6.946 -5.149 1.925 -0.19
C -0.415 -1.117 5.133 -0.15
C 2.490 3.181 -5.368 -0.16
C 6.036 0.719 1.654 -0.22
C -1.960 7.749 -3.210 -0.17
C 0.741 0.457 4.047 -0.26
C 8.101 -0.321 1.323 -0.18
C 1.771 1.110 3.195 -0.05
C -2.201 -4.954 -10.215 -0.17
C 2.256 2.211 -4.211 -0.17
C -3.893 -2.473 4.644 -0.21
C -2.789 -1.936 -4.510 -0.19
C -3.219 -3.828 -10.388 -0.17
C 0.562 -0.667 0.559 -0.40
C 1.687 3.139 -3.146 -0.21
C -1.056 0.073 5.303 -0.62
C -1.504 -2.222 -5.273 -0.16
C -3.692 6.814 8.439 -0.16
C -1.982 6.340 6.877 -0.25
C 5.850 -6.101 1.468 -0.16
C 7.010 -1.302 0.916 -0.16
C -4.733 -3.920 2.964 -0.16
C 4.734 -5.126 1.097 -0.17
C -4.329 -3.079 1.753 -0.20
C 1.241 1.554 1.814 -0.05
C 1.291 4.112 -5.237 -0.20
C -4.045 5.553 7.663 -0.20
C -0.921 -3.380 -4.467 -0.16
C 4.893 -4.055 2.162 -0.22
C 0.226 7.677 -2.318 -0.21
C -2.868 -3.419 5.253 -0.16
C -1.299 -2.987 -3.045 -0.21
C -0.872 6.750 -2.818 -0.17
C -1.813 8.807 -2.125 -0.21
C -5.675 -3.183 -1.650 -0.06
C -1.083 -4.244 -9.464 -0.20
H -4.895 5.724 6.995 0.12
H -3.274 -3.227 1.500 0.12
H -1.412 -4.315 -4.744 0.12
H 7.555 -4.810 1.081 0.12
H -1.866 -5.390 -11.154 0.11
H 0.073 -2.821 6.283 0.15
H -3.166 6.558 9.361 0.12
H 7.303 -1.943 0.086 0.12
H -3.313 8.030 6.693 0.12
H 1.003 2.638 -2.465 0.10
H 3.417 3.735 -5.211 0.12
H -4.518 -2.023 1.958 0.12
H 8.671 0.029 0.456 0.12
H -0.539 -2.332 -2.602 0.10
H -3.724 -3.512 -8.298 0.12
H -3.405 -4.135 5.872 0.14
H 5.533 -6.738 2.296 0.12
H -2.101 9.805 -2.457 0.12
H 7.606 -5.580 2.676 0.12
H -2.408 8.552 -1.241 0.11
H -4.568 7.405 8.700 0.11
H -1.442 -3.847 -2.387 0.12
H -5.659 -4.422 2.704 0.14
H -1.738 8.178 -4.190 0.11
H -3.612 -2.563 -4.868 0.12
H -4.126 -2.136 -0.571 0.11
H -3.098 -0.892 -4.570 0.12
H -0.524 -3.157 4.666 0.12
H -0.836 -1.358 -5.226 0.11
H -0.386 -3.759 -10.155 0.12
H -0.543 6.108 -3.628 0.09
H 5.978 0.065 -0.403 0.12
H -6.167 -2.454 -2.284 0.08
H -1.674 -2.463 -6.321 0.09
H 4.875 -0.836 0.642 0.08
H 1.791 2.447 1.525 0.15
H 3.157 1.694 -3.883 0.11
H -3.995 -4.698 3.162 0.12
H 0.153 -3.508 -4.597 0.11
H -1.112 6.079 7.488 0.09
H 5.519 0.448 2.587 0.11
H -5.773 -1.697 -0.087 0.12
H 1.496 5.123 -5.591 0.12
H -1.226 6.112 -2.004 0.11
H 4.919 -4.705 0.105 0.12
H -1.641 6.518 5.857 0.11
H 1.514 1.460 -4.494 0.11
H 3.744 -5.577 1.095 0.10
H 5.677 1.700 1.333 0.12
H -4.857 -3.649 -2.192 0.06
H -0.516 -4.910 -8.813 0.12
H 2.488 3.606 -2.560 0.12
H 0.424 3.722 -5.780 0.12
H -4.234 -4.178 -10.564 0.11
H 8.798 -0.737 2.050 0.12
H -2.342 -3.988 4.487 0.12
H 4.575 -3.067 1.823 0.09
H -0.396 3.219 3.418 -0.01
H -2.102 2.713 4.782 -0.02
H -4.262 -1.842 5.450 0.12
H 6.163 -6.742 0.647 0.12
H 1.359 -1.533 4.111 0.17
H 6.740 -1.941 1.758 0.09
H -2.624 -5.751 -9.600 0.11
H 2.089 2.003 3.735 0.13
H -4.277 4.706 8.308 0.12
H -2.929 -3.184 -11.221 0.12
H -2.087 8.243 7.947 0.11
H -6.392 -3.941 -1.349 0.08
H 2.647 0.480 3.102 0.12
H 0.196 1.832 1.837 0.11
H 2.543 2.699 -6.342 0.11
H 4.328 -4.313 3.068 0.12
H 0.871 8.007 -3.139 0.12
H -3.439 -1.808 3.900 0.12
H -3.300 -2.017 -9.155 0.12
H -2.960 7.319 -3.247 0.11
H 0.853 7.222 -1.550 0.11
```

Its HOMO energy is -10.60 eV. The LUMO energy comes out at -2.999 eV. The total charge is +1. The energy relative to the best compared isomer or geometry (same formula, charge and spin) is 0.0 kcal per mole. The value obtained for the gap between HOMO and LUMO is 0.2794 Ha.